Below is 7 unconnected molecules or ions with the total composition C35H35N7 in a non-equilibrium geometry, with properties calculated with ωB97M-V with the def2-TZVPD basis set.

Last column: Löwdin charge in e.
Element x y z (Å)
C (-10.016, -5.164, -2.839)  -0.09
C (-9.176, -4.940, -3.944)  -0.08
C (-7.825, -4.581, -3.732)  -0.10
N (-7.325, -4.502, -2.410)  0.03
C (-8.156, -4.754, -1.344)  -0.14
C (-9.497, -5.132, -1.544)  -0.09
H (-11.040, -5.445, -3.034)  0.10
H (-9.597, -4.822, -4.932)  0.09
H (-7.130, -4.293, -4.506)  0.09
H (-7.738, -4.643, -0.354)  0.09
H (-10.009, -5.575, -0.702)  0.09
C (-3.690, 0.256, -7.791)  -0.08
C (-4.837, 0.525, -6.984)  -0.07
C (-6.103, 0.481, -7.601)  -0.13
N (-6.284, 0.233, -8.963)  0.05
C (-5.148, -0.005, -9.678)  -0.15
C (-3.868, 0.010, -9.131)  -0.10
H (-2.733, 0.096, -7.316)  0.10
H (-4.795, 0.691, -5.918)  0.09
H (-6.974, 0.559, -6.967)  0.09
H (-5.230, -0.367, -10.692)  0.10
H (-3.004, -0.348, -9.673)  0.10
C (1.187, 8.733, 0.575)  -0.03
C (1.416, 10.133, 0.455)  -0.07
C (2.456, 10.713, 1.198)  -0.14
N (3.190, 9.962, 2.051)  0.05
C (2.886, 8.674, 2.276)  -0.19
C (2.001, 8.057, 1.537)  -0.11
H (0.423, 8.188, 0.041)  0.10
H (0.756, 10.746, -0.141)  0.09
H (2.543, 11.789, 1.200)  0.10
H (3.565, 8.179, 2.955)  0.11
H (1.861, 7.008, 1.757)  0.10
C (-2.131, -0.536, 2.228)  -0.09
C (-1.612, -0.546, 0.923)  -0.07
C (-0.315, -0.035, 0.825)  -0.14
N (0.492, 0.428, 1.867)  0.06
C (-0.060, 0.213, 3.118)  -0.14
C (-1.348, -0.219, 3.308)  -0.10
H (-3.164, -0.785, 2.420)  0.10
H (-2.229, -0.774, 0.066)  0.10
H (0.099, -0.023, -0.172)  0.09
H (0.572, 0.519, 3.939)  0.10
H (-1.844, -0.147, 4.265)  0.10
C (7.952, 5.469, -4.451)  -0.07
C (7.943, 4.505, -5.498)  -0.09
C (7.449, 3.242, -5.263)  -0.15
N (6.872, 2.861, -4.068)  0.04
C (6.816, 3.772, -3.087)  -0.14
C (7.347, 5.124, -3.226)  -0.05
H (8.214, 6.511, -4.564)  0.09
H (8.272, 4.661, -6.515)  0.09
H (7.647, 2.481, -6.003)  0.10
H (6.308, 3.399, -2.210)  0.09
H (7.375, 5.784, -2.372)  0.09
C (-1.730, -4.386, 13.180)  -0.07
C (-2.784, -3.606, 13.698)  -0.08
C (-3.538, -2.825, 12.859)  -0.15
N (-3.365, -2.847, 11.526)  0.05
C (-2.407, -3.613, 11.075)  -0.19
C (-1.575, -4.463, 11.792)  -0.06
H (-1.113, -4.977, 13.841)  0.10
H (-2.936, -3.561, 14.766)  0.10
H (-4.257, -2.095, 13.201)  0.10
H (-2.356, -3.610, 9.996)  0.10
H (-0.772, -5.044, 11.363)  0.10
C (8.206, -3.951, -0.755)  -0.06
C (8.830, -5.134, -0.316)  -0.11
C (8.238, -6.369, -0.148)  -0.12
N (6.852, -6.504, -0.359)  0.05
C (6.239, -5.364, -0.805)  -0.16
C (6.821, -4.096, -0.999)  -0.07
H (8.694, -3.015, -0.983)  0.10
H (9.867, -5.019, -0.036)  0.09
H (8.823, -7.202, 0.211)  0.10
H (5.196, -5.442, -1.073)  0.09
H (6.301, -3.243, -1.411)  0.09

Summary:
Kohn-Sham gap: 10.2904 eV
HOMO level: -9.544 eV
E_tot: -47288.857 eV
SMILES: c1ccncc1.c1ccncc1.c1ccncc1.c1ccncc1.c1ccncc1.c1ccncc1.c1ccncc1
2S+1: 1